Record 1
DFT (ωB97M-V with the def2-TZVPD basis set) results for a cluster of 2 separate species, C5H9F3N4S in total at a distorted geometry.

```
22
Properties=species:S:1:pos:R:3:lowdin_charge:R:1
S 2.434 0.994 -0.743 0.697
F -0.289 -2.934 -0.675 0.197
F -1.093 -1.533 -2.111 0.169
F 1.051 -1.689 -1.651 0.159
N -1.253 0.428 -0.199 0.245
N -0.005 -0.954 1.242 0.198
N -1.197 0.833 2.138 0.215
N -2.727 1.873 0.815 0.295
C -0.239 -0.585 -0.038 -0.095
C -0.159 -1.693 -1.132 -0.558
C -0.398 -0.284 2.283 0.058
C 3.470 0.297 -1.964 -0.539
C -1.700 1.076 0.897 -0.283
H 3.423 0.766 -3.043 0.117
H -3.175 2.210 1.659 0.170
H -0.213 -0.674 3.191 0.147
H 4.545 0.501 -1.767 0.061
H -1.685 0.270 -1.075 0.166
H 0.557 -1.722 1.591 0.218
H -1.293 1.623 2.753 0.196
H 3.226 -0.717 -2.138 -0.008
H -3.279 1.915 -0.034 0.173
```

Calculated values
Highest occupied orbital energy (alpha / beta) in eV: -15.65 / -15.43
Energy in eV: -30258.813
Charge: +2
2S+1: 1

***

Record 2
DFT (ωB97M-V with the def2-TZVPD basis set) results for the ion C5H9FN with charge +1 at a distorted geometry.

```
16
Properties=species:S:1:pos:R:3:lowdin_charge:R:1
F -2.472 0.870 -0.409 0.060
N 1.222 0.530 0.345 0.043
C -0.737 -0.668 -0.490 -0.343
C 1.785 1.608 0.175 0.145
C 0.866 -0.457 -0.752 -0.002
C -1.356 -1.462 0.475 0.026
C -1.455 0.390 0.261 -0.173
H 1.423 -1.472 -0.694 0.171
H -1.570 0.509 1.371 0.155
H 2.123 2.133 -0.770 0.159
H 1.027 0.081 -1.672 0.114
H 1.194 0.191 1.270 0.165
H 2.289 2.195 0.913 0.121
H -1.116 -1.567 1.471 0.062
H -2.069 -2.206 0.020 0.134
H -1.153 -0.677 -1.515 0.164
```

Calculated values
Highest occupied orbital energy in eV: -12.65
Energy in eV: -9527.122
Charge: +1
Energy relative to the best compared isomer or geometry (same formula, charge and spin) in kJ/mol: 338.6
2S+1: 1

***

Record 3
DFT (ωB97M-V with the def2-TZVPD basis set) results for a structure of composition C5H9FO5PS at a distorted geometry.

```
22
Properties=species:S:1:pos:R:3:lowdin_charge:R:1
S 0.453 0.764 -3.087 0.423
P -1.491 3.166 -2.366 0.859
F -2.894 1.769 -0.418 -0.030
O 0.506 1.299 -1.460 -0.194
O 1.788 1.064 -3.638 -0.336
O 0.185 -0.624 -2.999 -0.300
O -0.772 0.175 0.162 0.016
O -0.638 1.491 -3.702 -0.483
C -0.029 -1.962 0.859 -0.062
C 0.399 -0.637 0.358 -0.450
C -1.704 1.966 -1.079 -0.469
C 1.352 0.078 1.328 -0.072
C -0.688 1.121 -0.805 -0.413
H 0.995 0.236 2.416 0.093
H 0.805 -2.422 1.449 0.084
H -2.373 2.666 -3.503 -0.019
H -0.393 -2.521 -0.015 0.094
H 1.021 -0.747 -0.607 0.156
H -0.649 -1.875 1.804 0.101
H -2.395 4.058 -1.965 -0.176
H 2.333 -0.502 1.385 0.091
H 1.622 1.160 1.143 0.087
```

Calculated values
Highest occupied orbital energy in eV: -4.86
Energy in eV: -38409.418
Charge: -1
Energy relative to the best compared isomer or geometry (same formula, charge and spin) in kJ/mol: 77.9
2S+1: 1

***

Record 4
DFT (ωB97M-V with the def2-TZVPD basis set) results for a structure of composition C5H9HgO3 at a distorted geometry.

```
18
Properties=species:S:1:pos:R:3:lowdin_charge:R:1
Hg 0.680 0.551 -1.509 1.124
O 0.166 -1.250 -0.386 -0.339
O 0.466 -0.465 -3.137 -0.418
O 0.249 1.317 0.466 -0.447
C 0.897 2.415 1.074 -0.111
C 0.017 -1.617 -3.131 -0.144
C -0.769 -0.812 0.581 -0.221
C -0.407 -1.969 -1.488 -0.257
C -0.130 0.298 1.377 -0.206
H 0.762 -0.074 1.909 0.140
H -1.059 -1.635 1.253 0.140
H -0.036 -3.001 -1.341 0.093
H 1.947 2.168 1.299 0.095
H 0.380 2.696 2.004 0.095
H -1.683 -0.436 0.090 0.135
H -0.846 0.694 2.114 0.138
H 0.860 3.256 0.372 0.087
H -1.495 -2.134 -1.548 0.097
```

Calculated values
Highest occupied orbital energy (alpha / beta) in eV: -5.75 / -7.25
Energy in eV: -15640.948
Charge: 0
Energy relative to the best compared isomer or geometry (same formula, charge and spin) in kJ/mol: 476.7
⟨S²⟩: 0.755
2S+1: 2

***

Record 5
DFT (ωB97M-V with the def2-TZVPD basis set) results for the ion C5H9IN3 with charge +1 at a distorted geometry.

```
18
Properties=species:S:1:pos:R:3:lowdin_charge:R:1
I 3.242 1.582 -1.679 1.007
N 1.112 -0.480 -1.200 0.010
N -0.168 0.059 0.430 -0.024
N 0.654 2.376 0.911 0.218
C 0.655 1.194 0.244 -0.232
C 1.572 0.754 -0.783 -0.673
C 0.132 -0.912 -0.430 -0.405
C -0.629 -2.151 -0.636 -0.019
C -1.493 0.057 1.140 0.040
H -0.115 -2.371 -1.594 0.085
H 1.379 3.099 0.730 0.140
H -1.738 -2.036 -0.839 0.104
H -2.193 0.526 0.549 0.069
H -0.042 2.592 1.673 0.158
H -1.905 -0.928 1.308 0.094
H -1.340 0.661 2.079 0.112
H -0.561 -3.016 0.164 0.132
H 1.438 -1.007 -2.068 0.185
```

Calculated values
Highest occupied orbital energy (alpha / beta) in eV: -8.52 / -13.75
Energy in eV: -17891.518
Charge: +1
Energy relative to the best compared isomer or geometry (same formula, charge and spin) in kJ/mol: 0.0
⟨S²⟩: 2.012
2S+1: 3

***

Record 6
DFT (ωB97M-V with the def2-TZVPD basis set) results for a cluster of 2 separate species, C5H9ISi in total at a distorted geometry.

```
16
Properties=species:S:1:pos:R:3:lowdin_charge:R:1
I 1.245 -2.174 -0.158 0.712
Si -0.254 0.850 0.113 0.633
C -2.966 0.801 0.950 -0.085
C 2.038 -3.890 0.888 -0.485
C 1.792 1.921 -1.553 -0.068
C -2.052 0.458 0.033 -0.356
C 0.681 1.160 -1.453 -0.369
H -2.349 -0.146 -0.866 0.065
H 2.142 2.673 -0.981 0.015
H 2.394 1.804 -2.346 0.009
H 1.240 -4.326 1.594 -0.017
H 2.928 -3.700 1.361 -0.108
H 0.253 0.902 1.428 -0.075
H 0.527 0.447 -2.324 0.068
H -3.951 0.357 0.975 0.051
H -2.806 1.423 1.751 0.012
```

Calculated values
Highest occupied orbital energy (alpha / beta) in eV: -8.66 / -6.32
Energy in eV: -21303.033
Charge: 0
Energy relative to the best compared isomer or geometry (same formula, charge and spin) in kJ/mol: 432.7
2S+1: 1

***

Record 7
DFT (ωB97M-V with the def2-TZVPD basis set) results for a structure of composition C5H9InO3 at a distorted geometry.

```
18
Properties=species:S:1:pos:R:3:lowdin_charge:R:1
In 1.641 1.821 -2.812 1.387
O 1.031 -1.610 0.525 0.012
O -1.091 0.420 0.826 0.071
O 2.007 0.751 -1.535 -0.369
C 0.354 -0.894 -0.517 -0.218
C 2.195 -0.772 0.419 -0.044
C -1.080 -0.569 -0.233 -0.036
C -2.361 0.932 1.128 0.042
C 1.420 0.286 -0.389 -0.316
H 0.448 -1.381 -1.502 0.184
H 2.581 -0.475 1.405 0.154
H -2.231 1.794 1.794 0.135
H 2.987 -1.259 -0.173 0.156
H -2.979 0.160 1.619 0.167
H -1.637 -1.468 0.090 0.194
H -1.524 -0.139 -1.151 0.172
H 1.133 1.116 0.278 0.161
H -2.894 1.288 0.230 0.149
```

Calculated values
Highest occupied orbital energy (alpha / beta) in eV: -17.85 / -17.42
Energy in eV: -16622.096
Charge: +2
Energy relative to the best compared isomer or geometry (same formula, charge and spin) in kJ/mol: 288.9
2S+1: 1

***

Record 8
DFT (ωB97M-V with the def2-TZVPD basis set) results for a structure of composition C5H9LiO2 at a distorted geometry.

```
17
Properties=species:S:1:pos:R:3:lowdin_charge:R:1
O -5.657 1.600 1.507 -0.091
O -4.007 0.077 1.777 -0.045
C -2.977 0.258 0.514 -0.117
C -3.314 -0.565 -0.625 0.085
C -4.965 0.779 2.234 -0.290
C -7.120 2.106 -0.303 -0.056
C -5.692 1.781 0.057 -0.205
Li -6.764 -0.013 3.302 0.835
H -7.739 1.200 -0.248 0.085
H -7.143 2.508 -1.324 0.097
H -4.996 2.597 -0.164 0.136
H -2.839 -1.537 -0.761 0.079
H -2.027 -0.023 0.991 0.127
H -2.961 1.330 0.292 0.115
H -7.575 2.814 0.403 0.091
H -4.005 -0.187 -1.378 0.060
H -5.357 0.885 -0.477 0.092
```

Calculated values
Highest occupied orbital energy (alpha / beta) in eV: -12.42 / -13.34
Energy in eV: -9621.003
Charge: +1
⟨S²⟩: 0.756
2S+1: 2